Record 1
The following is a DFT calculation (wB97M-V/def2-TZVPD) of a 3-piece molecular cluster, C24H46Cl2N3O10P2 overall at a distorted geometry.

Last column: Löwdin charge in e.
CARTESIAN COORDINATES (ANGSTROEM)
1 C 0.255 -2.127 -3.142  -0.115
2 C 1.629 -2.445 -2.455  -0.226
3 C 1.381 -2.776 -0.931  -0.176
4 C 2.352 -1.966 0.036  -0.177
5 C 1.635 -1.311 1.261  -0.167
6 C 0.831 -0.001 0.980  -0.450
7 P 2.053 1.252 0.171  1.080
8 C 3.796 1.046 0.830  -0.375
9 C 4.471 2.488 0.934  -0.154
10 C 2.140 1.018 -1.678  -0.363
11 C 2.006 2.445 -2.394  -0.140
12 N -0.314 -0.160 0.070  -0.052
13 C -0.980 1.113 -0.298  -0.417
14 P -2.675 0.636 -1.085  0.673
15 O -3.857 0.947 0.072  -0.356
16 Cl -2.698 -1.475 -1.264  0.248
17 C -1.165 2.149 0.858  -0.244
18 C -0.935 3.595 0.246  -0.128
19 C -2.174 4.002 -0.651  -0.249
20 C -1.752 4.209 -2.139  -0.563
21 Cl -3.230 4.174 -3.213  0.521
22 N -0.199 2.029 2.001  0.116
23 C 0.206 0.609 2.302  -0.353
24 C 1.233 0.727 3.476  -0.156
25 O 1.483 -0.470 4.162  -0.170
26 C 0.847 -0.464 5.464  -0.059
27 O -1.045 0.027 2.657  -0.013
28 N -0.970 -1.321 2.874  0.019
29 O -2.044 -1.709 3.145  0.106
30 H 0.359 -2.268 -4.235  0.048
31 H -0.519 -2.813 -2.751  0.060
32 H -0.011 -1.064 -2.929  0.043
33 H 2.026 -3.359 -2.950  0.108
34 H 2.388 -1.650 -2.611  0.084
35 H 0.341 -2.580 -0.598  0.081
36 H 1.550 -3.867 -0.815  0.114
37 H 3.009 -2.754 0.477  0.119
38 H 3.040 -1.301 -0.520  0.074
39 H 2.433 -1.094 2.007  0.102
40 H 1.031 -2.121 1.733  0.120
41 H 4.388 0.501 0.064  0.075
42 H 3.867 0.605 1.839  0.068
43 H 3.884 3.275 0.425  0.046
44 H 4.583 2.748 2.013  0.069
45 H 5.511 2.471 0.541  0.075
46 H 1.345 0.385 -2.119  0.047
47 H 3.105 0.582 -2.030  0.084
48 H 1.089 2.464 -3.023  0.063
49 H 2.903 2.696 -2.986  0.075
50 H 1.892 3.192 -1.582  0.029
51 H -0.068 -0.605 -0.811  0.046
52 H -0.464 1.657 -1.131  0.079
53 H -4.590 1.384 -0.374  0.048
54 H -2.187 2.188 1.287  0.145
55 H -0.944 4.299 1.106  0.123
56 H 0.019 3.576 -0.315  0.089
57 H -3.023 3.301 -0.551  0.065
58 H -2.533 4.990 -0.286  0.119
59 H -1.269 5.199 -2.263  0.086
60 H -1.025 3.445 -2.477  0.046
61 H -0.728 2.304 2.842  0.188
62 H 0.604 2.665 1.967  0.151
63 H 2.196 1.091 3.049  0.124
64 H 0.890 1.541 4.166  0.143
65 H 0.540 -1.492 5.751  0.104
66 H 1.604 -0.068 6.175  0.106
67 H -0.070 0.159 5.494  0.091
68 C 1.361 -1.536 -8.073  -0.123
69 C 0.575 -2.566 -8.837  -0.120
70 O 0.690 -3.723 -8.011  0.073
71 C 0.945 -3.303 -6.749  -0.564
72 O 0.932 -4.007 -5.792  0.159
73 O 1.217 -1.973 -6.721  0.047
74 H 0.969 -0.528 -8.200  0.134
75 H 2.422 -1.540 -8.334  0.135
76 H -0.482 -2.302 -8.931  0.136
77 H 0.982 -2.754 -9.829  0.137
78 C -4.427 -1.612 5.714  -0.141
79 C -5.282 -2.848 5.762  -0.124
80 O -5.289 -3.169 7.151  0.068
81 C -5.028 -2.027 7.837  -0.565
82 O -5.123 -1.912 9.012  0.178
83 O -4.640 -1.030 6.997  0.058
84 H -4.726 -0.925 4.923  0.131
85 H -3.364 -1.842 5.602  0.116
86 H -6.308 -2.661 5.436  0.136
87 H -4.869 -3.668 5.175  0.135

Computed properties:
M   669.50 g/mol
DFT total energy   -3461.471026 hartree
Orbital gap   8.261 eV
HOMO energy   -0.41199 Ha
Charge   +1
Largest force on an atom   0.049 Eh/bohr


Record 2
The following is a DFT calculation (wB97M-V/def2-TZVPD) of C24H46Cl2N3O5SiSn as an isolated structure at a distorted geometry.

Last column: Löwdin charge in e.
CARTESIAN COORDINATES (ANGSTROEM)
1 C 4.980 4.713 -4.093  -0.029
2 C 5.484 4.127 -5.377  -0.227
3 H 5.817 5.088 -3.494  0.069
4 H 4.440 3.954 -3.514  0.078
5 H 4.295 5.560 -4.264  0.095
6 C 6.655 4.462 -5.942  -0.104
7 C 7.618 5.455 -5.376  -0.107
8 H 6.950 4.022 -6.899  0.100
9 H 7.756 5.347 -4.289  0.070
10 H 7.323 6.500 -5.575  0.082
11 H 8.599 5.296 -5.848  0.068
12 Sn 0.326 1.011 -0.587  0.737
13 Cl 1.687 2.782 -1.538  -0.124
14 C -0.071 -0.436 -3.474  -0.298
15 O 0.537 -0.600 -2.380  -0.218
16 N -0.029 -1.348 -4.446  -0.174
17 C 0.765 -2.570 -4.355  -0.020
18 C -0.710 -1.064 -5.694  -0.051
19 H -0.656 0.473 -3.713  0.146
20 H 0.694 -3.016 -3.357  0.104
21 H 1.826 -2.396 -4.599  0.078
22 H 0.346 -3.252 -5.099  0.084
23 H -1.505 -0.349 -5.479  0.090
24 H -1.122 -1.997 -6.075  0.086
25 H -0.028 -0.627 -6.432  0.074
26 H -2.221 -4.944 1.208  0.064
27 H -4.189 -3.433 1.989  0.070
28 C -1.590 -4.353 1.877  -0.088
29 C -3.457 -2.871 2.585  -0.066
30 N -2.123 -2.991 1.968  -0.197
31 H -0.567 -4.317 1.509  0.057
32 C -1.409 -1.983 1.506  -0.476
33 O -0.257 -1.926 1.146  -0.087
34 H -3.745 -1.818 2.634  0.066
35 H -2.226 -0.812 1.464  -0.053
36 H -1.632 -4.806 2.872  0.062
37 H -3.435 -3.312 3.589  0.069
38 H 3.948 2.031 2.640  0.093
39 H 4.315 1.486 -0.454  0.071
40 C 4.232 0.966 2.591  -0.049
41 C 4.726 0.667 0.153  -0.032
42 N 3.866 0.385 1.301  -0.163
43 H 3.716 0.431 3.400  0.096
44 C 2.623 -0.040 1.098  -0.363
45 O 2.118 -0.138 -0.068  -0.257
46 H 4.834 -0.229 -0.469  0.096
47 H 2.047 -0.278 2.002  0.111
48 H 5.315 0.874 2.709  0.078
49 H 5.703 0.956 0.540  0.081
50 O 4.675 1.938 -5.080  -0.176
51 C 4.613 3.036 -5.983  -0.286
52 C 6.082 1.792 -7.653  -0.048
53 C 4.994 2.633 -7.407  -0.197
54 H 6.642 1.368 -6.813  0.119
55 C 6.481 1.552 -8.975  -0.080
56 H 3.587 3.429 -5.973  0.150
57 C 4.279 3.205 -8.468  -0.031
58 H 7.355 0.924 -9.157  0.101
59 C 5.792 2.150 -10.036  -0.100
60 C 4.692 2.978 -9.781  -0.086
61 H 3.443 3.860 -8.217  0.117
62 H 6.133 1.986 -11.062  0.098
63 H 4.174 3.479 -10.594  0.097
64 Si 4.036 0.412 -4.898  0.398
65 Cl 0.701 1.956 1.763  -0.080
66 C 5.489 -0.757 -4.855  -0.159
67 C 2.833 0.013 -6.271  -0.148
68 C 3.222 0.449 -3.223  -0.191
69 H 6.078 -0.725 -5.781  0.017
70 H 5.145 -1.791 -4.706  0.031
71 H 6.159 -0.489 -4.025  0.038
72 H 3.824 1.029 -2.515  0.005
73 H 3.059 -0.550 -2.803  0.042
74 H 2.258 0.963 -3.268  -0.033
75 H 3.290 0.138 -7.264  0.033
76 H 1.945 0.661 -6.229  0.036
77 H 2.519 -1.038 -6.178  0.017
78 C -2.237 0.550 2.979  -0.245
79 O -2.870 -0.054 1.847  -0.307
80 H -1.485 1.276 2.633  -0.036
81 H -1.749 -0.172 3.665  0.060
82 H -3.029 1.055 3.551  0.051

Computed properties:
M   674.35 g/mol
DFT total energy   -2906.824986 hartree
Orbital gap   3.541 eV
HOMO energy   -0.05479 Ha
Charge   -1
Largest force on an atom   0.094 Eh/bohr


Question: What is the HOMO energy in the first record?
Answer: -0.41199 Ha


Question: What is the DFT total energy in the second record?
Answer: -2906.824986 hartree


Question: Among the records above, which one has the highest HOMO energy?
Answer: C24H46Cl2N3O5SiSn